Molecular formula: C13H14N2O4PdSSi
Method: DFT, ωB97M-V/def2-TZVPD

```
36
Properties=species:S:1:pos:R:3:mulliken_charge:R:1
Pd -1.06953 -1.24153 0.88792 0.274
O 1.66120 -2.91779 -4.13063 -0.538
C 2.49145 -3.10852 -3.12034 0.449
O 3.63443 -3.46330 -3.26378 -0.594
C 1.96305 -2.87270 -1.74040 0.691
C 2.72336 -3.14466 -0.62909 -0.470
N 1.98832 -2.81401 0.44427 -0.129
N 0.77709 -2.35141 0.10087 -0.556
C 0.75470 -2.36587 -1.22268 -0.078
C -0.46800 -1.85489 -1.91806 1.049
O -0.55363 -2.02589 -3.13135 -0.783
O -1.32415 -1.24103 -1.19412 -0.715
H 0.76818 -2.61048 -3.80600 0.498
H 3.71715 -3.55399 -0.55886 0.528
H 2.22780 -2.91142 1.41670 0.180
C -1.25889 0.96598 3.49093 -1.093
Si -0.38557 0.73262 1.91047 0.637
C 1.42451 0.89359 2.10261 -1.112
C -1.01142 1.83446 0.60046 0.620
C -0.19307 2.86721 0.11927 -0.269
C -0.67948 3.78952 -0.79566 -0.677
C -1.98349 3.68121 -1.25864 -0.378
C -2.80147 2.65201 -0.81198 -0.774
C -2.32056 1.73558 0.10954 -0.133
H -1.05138 1.99162 3.81910 0.354
H -0.91619 0.27236 4.26055 0.324
H -2.33313 0.83964 3.36419 0.313
H 1.59440 1.87819 2.55070 0.363
H 1.95923 0.83465 1.15322 0.314
H 1.83368 0.13750 2.77564 0.336
H 0.83232 2.95713 0.45941 0.286
H -0.03958 4.58624 -1.15311 0.376
H -2.36199 4.39854 -1.97595 0.376
H -3.81268 2.56034 -1.18617 0.377
H -2.96735 0.93586 0.44433 0.314
S -2.81930 -2.06675 1.88661 -0.361
```

Summary:
- Frontier orbital gap (alpha / beta): 6.2 / 6.2 eV
- Lowest unoccupied orbital energy (alpha / beta): -2.791 / -2.798 eV
- Total charge: 0


Molecular formula: C4H11N3O
Method: DFT, ωB97M-V/def2-TZVPD

```
19
Properties=species:S:1:pos:R:3:mulliken_charge:R:1
C -0.39611 -1.49594 -0.38627 -0.843
N -0.89805 -0.30564 0.26292 -0.031
C -1.48287 -0.56069 1.55715 -0.961
C -0.25833 1.08225 -0.04557 -0.163
N -0.30765 1.45243 -1.40522 -0.615
C 1.05732 0.63287 0.54443 0.049
N 2.18977 0.40815 -0.01844 -0.547
O 2.16541 0.29225 -1.44230 -0.376
H 0.00978 -1.24514 -1.36395 0.239
H 0.38695 -1.99716 0.20155 0.305
H -1.22164 -2.19459 -0.52930 0.347
H -0.75024 -0.93016 2.29196 0.349
H -2.25501 -1.32356 1.45005 0.313
H -1.94730 0.34396 1.94733 0.290
H -0.75261 1.82337 0.59172 0.330
H 0.10657 0.75380 -2.01853 0.292
H 0.09986 2.35981 -1.59417 0.284
H 1.15744 0.74097 1.61911 0.386
H 3.09670 0.16304 -1.66246 0.352
```

Summary:
- SMILES: CN(C)[C@H](N)/C=N\O
- Frontier orbital gap: 8.7 eV
- Energy relative to the best compared isomer or geometry (same formula, charge and spin): 95.3 kcal per mole
- Lowest unoccupied orbital energy: 0.867 eV
- Total charge: 0


Molecular formula: C24H50ClNO3P2PbSi2
Method: DFT, ωB97M-V/def2-TZVPD

```
84
Properties=species:S:1:pos:R:3:mulliken_charge:R:1
Pb -0.36426 0.54444 0.41153 1.326
C -0.80193 -2.21923 -1.33443 -0.923
C -0.05285 -1.53545 -2.33055 0.402
C 1.32058 -1.64093 -1.95238 -0.421
Si -0.83151 -0.71511 -3.82074 -0.438
C 1.39812 -2.35131 -0.72825 -0.623
C 0.07339 -2.70026 -0.32110 0.732
Si -0.48582 -3.67466 1.17743 -0.241
H -1.87563 -2.39473 -1.37580 0.316
H 2.15923 -1.26043 -2.53401 0.374
H 2.30592 -2.61679 -0.18847 0.335
Cl 1.62932 2.39735 1.35470 -0.289
C -2.07019 -4.54491 0.72835 -1.179
C 0.86924 -4.86526 1.64406 -1.036
C -2.37777 -1.65618 -4.26529 -1.185
C 0.40610 -0.72756 -5.21317 -0.968
H 0.99120 -5.58268 0.81985 0.361
H 0.58327 -5.42179 2.54781 0.322
H 1.83535 -4.37613 1.82240 0.287
H -2.90996 -3.83643 0.69118 0.269
H -2.29171 -5.31807 1.47664 0.378
H -1.96903 -5.02450 -0.25475 0.338
H 0.62913 -1.77566 -5.45930 0.363
H 1.34868 -0.22317 -4.96603 0.281
H -0.02752 -0.24914 -6.10279 0.345
H -2.19035 -2.73657 -4.19687 0.331
H -2.67695 -1.41644 -5.29477 0.371
H -3.20698 -1.40167 -3.59059 0.318
C -0.85893 -2.50598 2.63576 -1.056
C -1.32764 1.07034 -3.38181 -1.057
P 0.15932 -0.99799 2.77518 0.364
H -0.79129 -3.09211 3.56866 0.770
H -1.90922 -2.18009 2.52340 0.327
P -0.26950 1.95938 -2.18368 0.327
H -2.33983 1.02203 -2.93877 0.428
H -1.41558 1.64773 -4.31849 0.662
C -0.89779 3.71467 -2.08548 0.834
C 1.36431 2.13743 -3.07197 1.081
C 1.87859 -1.61976 3.14096 1.098
C -0.33857 -0.12601 4.34682 0.746
C -0.95064 1.24437 4.01779 -1.385
H 0.60674 0.04593 4.89005 0.255
C -1.27943 -0.94300 5.23126 -1.578
H -2.21833 -1.16975 4.70848 0.298
H -1.52281 -0.34936 6.12211 0.481
H -0.82969 -1.88180 5.57529 0.305
H -0.23899 1.89567 3.49168 0.208
H -1.23047 1.74099 4.95713 0.514
H -1.85588 1.15107 3.39830 0.225
H 2.13203 -2.24033 2.26439 -0.469
C 1.93909 -2.47429 4.40916 -1.506
C 2.86358 -0.44461 3.21044 -1.358
H 1.34198 -3.39217 4.33888 0.281
H 1.61556 -1.90856 5.29391 0.288
H 2.98263 -2.77462 4.57415 0.476
H 2.86639 0.14891 2.28809 0.145
H 3.87557 -0.83852 3.37018 0.508
H 2.62966 0.22820 4.04661 0.256
H 1.68559 1.09706 -3.25031 -0.407
C 2.39358 2.81597 -2.15840 -1.372
C 1.23471 2.87184 -4.40817 -1.538
H 0.59584 2.34714 -5.12983 0.286
H 2.23451 2.95500 -4.85588 0.478
H 0.85014 3.89216 -4.27178 0.287
H 2.53439 2.27264 -1.21615 0.141
H 2.09916 3.84583 -1.91516 0.253
H 3.35884 2.85817 -2.67967 0.507
C -1.42328 3.99951 -0.67016 -1.451
C -1.95887 4.04714 -3.13287 -1.607
H -0.01008 4.34897 -2.25550 0.202
H -2.84449 3.40904 -3.01576 0.314
H -1.58790 3.95151 -4.15953 0.300
H -2.27208 5.08985 -2.99349 0.484
H -2.27101 3.34816 -0.40974 0.244
H -1.76734 5.04163 -0.62359 0.500
H -0.64129 3.87266 0.09110 0.222
C 3.17636 3.70695 1.99477 -0.708
H 2.61431 4.48833 2.50902 0.327
H 3.64223 4.01013 1.05538 0.285
H 3.78882 3.07282 2.63852 0.290
O -2.59028 1.32288 1.00469 -0.577
N -3.24756 0.22159 0.72652 0.955
O -4.46725 0.18443 0.74030 -0.611
O -2.52494 -0.81589 0.44254 -0.416
```

Summary:
- Frontier orbital gap: 5.4 eV
- Energy relative to the best compared isomer or geometry (same formula, charge and spin): 22.3 kcal per mole
- Lowest unoccupied orbital energy: -1.254 eV
- Total charge: 0


Molecular formula: C4H9N2O
Method: DFT, ωB97M-V/def2-TZVPD

```
16
Properties=species:S:1:pos:R:3:mulliken_charge:R:1
C 0.81172 1.29839 -1.12921 -1.355
C 0.19868 0.70292 0.16444 0.984
O -0.66373 1.53908 0.79367 -0.520
C -0.71210 -0.60895 -0.16891 -0.955
C -0.37455 -1.68220 0.83754 -0.405
N 0.55395 -0.91214 1.72087 0.296
N 1.04489 0.17663 1.37177 -0.301
H 1.70784 1.87336 -0.91798 0.388
H 0.11347 1.92804 -1.60919 0.394
H 0.87447 0.38280 -1.67334 0.399
H -0.14056 2.41619 0.71020 0.384
H -1.70037 -0.35961 -0.10015 0.426
H -0.40208 -0.95110 -1.07116 0.398
H -1.22446 -2.05829 1.41797 0.273
H 0.19727 -2.55363 0.50260 0.301
H 0.95934 -1.29791 2.54184 0.293
```

Summary:
- SMILES: C[C@@]1(O)CC[NH+]=N1
- Frontier orbital gap: 10.1 eV
- Energy relative to the best compared isomer or geometry (same formula, charge and spin): 83.6 kcal per mole
- Lowest unoccupied orbital energy: -5.721 eV
- Total charge: +1


Molecular formula: C6H10N2
Method: DFT, ωB97M-V/def2-TZVPD

```
18
Properties=species:S:1:pos:R:3:mulliken_charge:R:1
C -0.71188 -0.28168 0.08156 0.173
C -0.12556 0.56867 1.27482 -0.711
C 0.62441 1.21512 0.10806 -0.454
C -0.56826 0.86879 -0.85773 -0.339
C 1.54586 0.01355 -0.44838 -0.151
C 0.59320 -1.04750 -0.39507 -0.525
H -2.75950 -0.24789 0.06326 0.285
H -2.09533 -1.73860 -0.53344 0.254
H -0.86080 1.21311 1.67619 0.371
H 0.30307 -0.18337 2.09968 0.183
H 1.19335 2.12331 0.07291 0.492
H -1.34222 1.59923 -0.66237 0.379
H -0.28564 0.67502 -1.94430 0.213
H 2.32244 0.02783 -1.21197 0.414
H 1.85899 -1.04271 1.37747 0.258
H 0.45938 -1.63428 -1.23727 0.481
N -1.99788 -1.01657 0.15002 -0.627
N 1.84638 -1.11206 0.38658 -0.695
```

Summary:
- Frontier orbital gap: 10.2 eV
- Energy relative to the best compared isomer or geometry (same formula, charge and spin): 85.2 kcal per mole
- Lowest unoccupied orbital energy: 1.003 eV
- Total charge: 0


Molecular formula: C5H7NO
Method: DFT, ωB97M-V/def2-TZVPD

```
14
Properties=species:S:1:pos:R:3:mulliken_charge:R:1
H 2.28768 -0.34742 0.16347 0.311
N 1.51427 -0.98012 0.37567 -0.590
C 0.54940 -0.78326 -0.41691 0.475
C -0.68355 -1.58850 -0.34421 -0.265
C -1.69780 -1.47523 -1.19840 -0.670
O 0.56637 0.13963 -1.45120 -0.336
C 0.53704 1.47634 -1.15212 -0.097
C 0.42811 2.03580 0.04786 -0.639
H -0.70238 -2.30233 0.47384 0.361
H -1.66607 -0.76453 -2.01775 0.254
H -2.58776 -2.09130 -1.10482 0.256
H 0.58490 2.05250 -2.07075 0.350
H 0.37168 1.46793 0.97011 0.339
H 0.39480 3.11708 0.11629 0.253
```

Summary:
- SMILES: [H]/N=C(/C=C)OC=C
- Frontier orbital gap: 10.0 eV
- Energy relative to the best compared isomer or geometry (same formula, charge and spin): 45.0 kcal per mole
- Lowest unoccupied orbital energy: 0.631 eV
- Total charge: 0


Question: Look up the total charge of the fourth one.
Answer: +1